A structure of composition C3H8N3, computed with ωB97M-V/def2-TZVPD.

- total charge = +1
- HOMO (eV) = -13.55
- ΔE to the lowest compared entry with this formula, charge and spin (kJ/mol) = 565.7
- LUMO (Eh) = -0.1258
- multiplicity = 1

Element x y z (Å)
C -3.151 -0.202 -0.566
C -2.325 0.008 0.262
C 1.316 0.653 0.410
N 1.807 -0.935 -0.610
N -0.045 0.826 0.268
N -0.932 0.076 1.063
H -4.063 -0.218 -1.228
H 1.673 0.169 1.269
H 1.820 1.400 -0.161
H 0.983 -1.059 -1.058
H 2.008 -1.784 0.012
H -0.466 1.388 -0.444
H 2.585 -0.760 -1.216
H -1.211 0.437 2.000

The ion C3H8N3 with charge +1, computed with ωB97M-V/def2-TZVPD.

- total charge = +1
- HOMO (alpha / beta) (eV) = -13.64 / -13.64
- ΔE to the lowest compared entry with this formula, charge and spin (kJ/mol) = 499.2
- LUMO (alpha / beta) (Eh) = -0.2212 / -0.2212
- multiplicity = 1

Element x y z (Å)
C -1.416 -1.126 -0.013
N -1.427 0.353 -0.020
C -0.332 1.080 -0.404
C 1.012 0.819 0.501
N 1.862 -0.052 0.207
N 2.508 -0.938 -0.194
H -2.392 -1.437 0.092
H -1.027 -1.541 -0.868
H -0.774 -1.434 0.837
H -1.813 0.689 0.875
H -0.674 2.196 -0.263
H -0.128 0.803 -1.512
H 1.088 1.470 1.326
H 3.514 -0.883 -0.564

The ion C3H8N3 with charge +1, computed with ωB97M-V/def2-TZVPD.

- total charge = +1
- HOMO (eV) = -14.51
- ΔE to the lowest compared entry with this formula, charge and spin (kJ/mol) = 518.7
- LUMO (Eh) = -0.2047
- multiplicity = 1

Element x y z (Å)
C -1.731 0.052 0.050
C -0.860 -1.046 0.556
C 2.184 -0.100 -0.093
N 0.286 1.351 -0.242
N -0.993 1.309 -0.376
N 0.884 0.349 0.196
H -2.140 -0.622 -0.692
H -2.465 0.326 0.783
H -0.666 -1.348 1.581
H -0.498 -1.660 -0.263
H 2.669 0.624 -0.761
H 2.103 -1.018 -0.732
H 2.709 -0.302 0.792
H -1.482 2.084 -0.799

Question: total charge of number 1 (C3H8N3)?
Answer: +1

Question: The highest ΔE to the lowest compared entry with this formula, charge and spin belongs to which entry?
Answer: number 1